Entry P
This record from the OMol25 dataset describes a 2-piece molecular cluster, C7H14N2 overall. The level of theory is wB97M-V/def2-TZVPD.

Computed properties:
Total charge   +1
Multiplicity   2
E_LUMO (alpha / beta)   -4.35 / -8.10 eV

Positions of all 23 atoms, in Å:
C (1.102, -1.124, -2.442)
C (2.168, 1.742, -0.636)
C (1.357, 0.212, -1.901)
C (1.151, 1.449, -2.518)
N (1.946, 0.431, -0.704)
N (1.536, 2.434, -1.667)
H (2.579, 2.146, 0.278)
H (1.873, 3.306, -2.065)
H (0.697, 1.688, -3.469)
H (1.978, -1.443, -3.026)
H (0.244, -1.173, -3.094)
H (1.051, -1.863, -1.643)
C (-1.168, -0.357, 1.944)
C (-1.420, -1.705, 1.225)
C (-2.182, 0.021, 3.044)
H (-0.122, -0.426, 2.237)
H (-1.293, 0.433, 1.185)
H (-1.834, -2.420, 1.939)
H (-0.483, -2.006, 0.763)
H (-1.686, 0.807, 3.622)
H (-3.156, 0.347, 2.710)
H (-2.216, -1.679, 0.473)
H (-2.122, -0.819, 3.744)

These are the natural (NBO) partial charges, in e, on atoms 1 to 5: C -0.6897; C 0.3542; C 0.2999; C 0.1578; N -0.4108

Entry Q
This record from the OMol25 dataset describes a 2-piece molecular cluster, C7H14N2 overall. The level of theory is wB97M-V/def2-TZVPD.

Computed properties:
Total charge   +1
Multiplicity   2
E_LUMO (alpha / beta)   -3.88 / -7.82 eV

Positions of all 23 atoms, in Å:
C (-0.991, 0.149, -1.716)
C (-2.407, -0.073, -1.058)
C (-0.354, 1.298, -0.994)
C (-0.309, 1.644, 0.397)
C (1.396, 2.525, -0.673)
N (0.703, 1.892, -1.596)
N (0.752, 2.431, 0.558)
H (-0.362, -0.743, -1.664)
H (-1.007, 0.309, -2.791)
H (-2.774, -1.070, -1.306)
H (-0.973, 1.113, 1.058)
H (2.229, 3.204, -0.790)
H (1.161, 2.697, 1.442)
H (-3.193, 0.527, -1.493)
H (-2.160, -0.052, -0.004)
C (0.489, -1.893, 0.864)
C (1.709, -1.970, 1.789)
H (0.594, -1.493, -0.141)
H (0.045, -2.873, 0.670)
H (-0.404, -1.502, 1.380)
H (1.541, -2.766, 2.500)
H (1.750, -1.060, 2.375)
H (2.566, -2.294, 1.193)

These are the natural (NBO) partial charges, in e, on atoms 1 to 5: C -0.4766; C -0.6118; C 0.3323; C 0.1398; C 0.3411

Quick ranking, most stable first: entry P, entry Q.

Entry P
This record from the OMol25 dataset describes the molecule C7H12N2O. The level of theory is wB97M-V/def2-TZVPD.

Computed properties:
SMILES   C[C@H](O)[C@H](C)n1ccnc1
E_LUMO   0.78 eV

Positions of all 22 atoms, in Å:
C (-0.383, 0.446, -2.195)
C (-1.127, 0.802, -0.829)
O (-0.674, 2.179, -0.384)
C (-0.894, -0.287, 0.281)
C (-1.572, 0.074, 1.595)
N (0.516, -0.673, 0.463)
C (1.474, 0.059, 1.153)
C (2.641, -0.619, 0.969)
N (2.429, -1.721, 0.170)
C (1.176, -1.730, -0.138)
H (-1.108, 0.630, -3.030)
H (-0.123, -0.579, -2.383)
H (0.441, 1.145, -2.327)
H (-2.211, 0.848, -1.087)
H (0.274, 2.049, -0.127)
H (-1.482, -1.301, -0.086)
H (-1.306, -0.655, 2.304)
H (-1.243, 0.908, 2.072)
H (-2.619, 0.151, 1.435)
H (1.429, 0.965, 1.694)
H (3.602, -0.522, 1.425)
H (0.760, -2.169, -0.976)

These are the natural (NBO) partial charges, in e, on atoms 1 to 5: C -0.6493; C 0.0867; O -0.7264; C -0.0312; C -0.6160

Entry Q
This record from the OMol25 dataset describes a 2-piece molecular cluster, C7H12N2O overall. The level of theory is wB97M-V/def2-TZVPD.

Computed properties:
E_LUMO (alpha / beta)   -0.28 / 0.67 eV

Positions of all 22 atoms, in Å:
C (0.191, 1.801, 0.508)
C (-0.265, 0.625, 0.489)
C (0.010, 2.618, -0.751)
C (-1.162, -0.184, -0.486)
C (-0.179, 1.673, -1.883)
C (-1.405, 0.733, -1.708)
C (1.704, -3.250, 1.771)
N (1.075, -1.999, 1.430)
N (0.088, -1.543, 1.934)
O (-0.590, -1.563, 2.971)
H (0.655, 2.273, 1.385)
H (-0.839, 3.256, -0.433)
H (1.013, 3.221, -0.921)
H (-0.597, -1.077, -0.810)
H (-1.917, -0.537, 0.177)
H (-0.391, 2.381, -2.792)
H (0.729, 1.026, -2.127)
H (-1.445, 0.075, -2.530)
H (-2.380, 1.243, -1.556)
H (1.047, -4.024, 2.047)
H (2.517, -3.154, 2.474)
H (2.140, -3.593, 0.811)

These are the natural (NBO) partial charges, in e, on atoms 1 to 5: C -0.3746; C 0.1964; C -0.4242; C -0.5047; C -0.4051

Entry R
This record from the OMol25 dataset describes the molecule C7H12N2O. The level of theory is wB97M-V/def2-TZVPD.

Computed properties:
E_LUMO   0.69 eV

Positions of all 22 atoms, in Å:
C (-0.145, -0.760, 1.593)
C (-0.566, 0.924, -0.691)
C (-1.285, 0.208, 1.633)
C (-0.850, 1.383, 0.645)
C (-0.327, -1.209, -0.728)
C (0.439, 2.080, 1.222)
C (1.486, -2.186, -1.911)
N (0.223, -1.347, 0.472)
N (-0.478, 1.527, -1.779)
O (0.125, -1.709, -1.898)
H (0.654, -0.934, 2.355)
H (-2.091, -0.351, 1.224)
H (-1.598, 0.692, 2.629)
H (-1.631, 2.037, 0.453)
H (-1.442, -1.172, -0.971)
H (0.730, 2.954, 0.688)
H (1.350, 1.330, 1.149)
H (0.212, 2.551, 2.214)
H (2.158, -1.387, -1.666)
H (1.711, -2.582, -3.001)
H (1.633, -2.812, -1.041)
H (-0.309, 0.761, -2.592)

These are the natural (NBO) partial charges, in e, on atoms 1 to 5: C 0.0782; C 0.3337; C -0.4624; C -0.3494; C 0.2491

Quick ranking, most stable first: entry P, entry R, entry Q.